DFT (ωB97M-V with the def2-TZVPD basis set) results for a molecular structure, C12H26CdN6O6S.

The geometry in ORCA input format:
```
! RIJCOSX wB97M-V def2-TZVPD def2/J DEFGRID3
* xyz 0 1
O 2.3534 5.0524 0.3649
H 2.7118 5.6960 0.9970
Cd 0.3720 0.4409 0.0126
N 1.2462 -0.9456 -1.4686
N 0.8109 1.6607 -1.7422
N 0.2378 -0.9830 1.7305
N 0.0692 1.6292 1.8493
O 1.3024 -2.2163 -1.2450
O 0.1453 -2.3666 1.5198
O -0.3018 2.9922 1.7478
O 0.4978 2.8751 -1.7991
C 1.0937 0.9535 -2.8748
C 1.3347 -0.4491 -2.7356
C -0.4651 -0.5042 2.7485
C -0.6243 0.9509 2.7655
C 1.5610 -1.4029 -3.8572
H 0.7937 -2.1956 -3.8301
H 2.5471 -1.8786 -3.7329
H 1.5179 -0.8861 -4.8219
C 0.9744 1.7372 -4.1254
H 1.6273 2.6262 -4.0402
H -0.0654 2.1026 -4.2575
H 1.2594 1.1554 -5.0041
C -1.0579 -1.3825 3.8025
C -1.5020 1.6619 3.7424
H -0.5207 -2.3377 3.8148
H -2.1315 -1.5704 3.6255
H -0.9552 -0.8845 4.7745
H -1.8736 2.5957 3.3060
H -0.9193 1.8931 4.6452
H -2.3539 1.0416 4.0457
H 0.5724 -2.4804 0.6277
H -0.1439 3.2511 0.8218
C 3.0065 3.8010 0.5990
H 2.9459 3.2557 -0.3496
H 2.5459 3.2440 1.4304
H 4.0747 3.9104 0.8374
O 2.8214 -0.1982 0.8412
H 2.5433 -0.7211 1.6059
H 3.0667 -0.8189 0.1540
S -2.1872 0.4455 -0.9267
C -2.3021 -1.2340 -0.6425
N -2.9490 -1.8272 0.3849
C -3.1859 -3.2431 0.1600
C -2.3366 -3.5322 -1.0751
N -1.8487 -2.2215 -1.4468
H -3.4392 -1.2711 1.0685
H -4.2510 -3.4019 -0.0389
H -2.8739 -3.8368 1.0234
H -2.9222 -3.9539 -1.8971
H -1.4952 -4.1936 -0.8460
H -1.3273 -2.0352 -2.2897
*
```

## Properties
relative energy (zero: lowest compared OMol25 entry of this formula, charge and spin) = 24.22 kJ/mol
E_LUMO (alpha / beta) = -0.048 / -0.048 Ha
highest occupied orbital energy (alpha / beta) = -5.470 / -5.467 eV
energy = -1818.50460 Ha

Partial atomic charges computed with the Löwdin method, in multiples of e: -0.13, 0.07, 1.30, -0.29, -0.30, -0.07, -0.05, -0.29, -0.04, -0.04, -0.22, -0.33, -0.31, -0.27, -0.26, -0.05, 0.07, 0.09, 0.06, -0.06, 0.08, 0.09, 0.06, -0.01, -0.01, 0.09, 0.10, 0.09, 0.09, 0.11, 0.09, 0.07, 0.09, -0.17, 0.07, 0.06, 0.08, -0.11, 0.02, 0.03, 0.58, -0.86, 0.01, -0.14, -0.13, 0.03, 0.13, 0.12, 0.12, 0.12, 0.12, 0.13